[1]
C40H58BrCuN2O2 | ωB97M-V/def2-TZVPD

Expectation value of S²: 0.75
Energy: -6033.57003 hartree
M: 742.37 g/mol
Total charge: -1
F_max: 0.47 eV/Å
Energy relative to the best compared isomer or geometry (same formula, charge and spin): 6.6 kcal/mol
2S+1: 2
Frontier orbital gap (alpha / beta): 6.84 / 7.07 eV

Each line ends with the Mulliken charge.
Positions of all 104 atoms, in Å:
Cu -0.932 -1.074 0.183  0.004
C 0.189 1.916 1.099  -1.131
N -0.613 1.359 0.021  1.171
C -1.897 2.040 -0.020  -1.195
C 0.067 1.477 -1.265  -0.844
C 1.303 0.577 -1.367  -1.493
N 1.079 -0.774 -0.843  1.884
C 2.113 -1.196 0.116  -2.233
C 1.741 -2.165 1.216  -0.258
C 2.443 -3.346 1.366  -0.355
C 2.340 -4.121 2.520  -0.425
C 1.607 -3.577 3.571  0.401
C 0.882 -2.391 3.473  -0.963
C 0.818 -1.749 2.211  1.505
O -0.029 -0.784 1.948  -1.880
C 0.213 -1.751 4.695  2.544
C 0.740 -0.313 4.834  -1.546
C -1.318 -1.707 4.577  -1.856
C 0.557 -2.494 5.988  -2.355
C 3.020 -5.486 2.589  2.197
C 2.817 -6.167 3.943  -2.209
C 2.422 -6.394 1.504  -1.554
C 4.530 -5.345 2.353  -1.756
C 0.909 -1.798 -1.882  -1.714
C -0.047 -1.455 -2.999  1.170
C 0.408 -1.629 -4.297  -0.607
C -0.405 -1.466 -5.409  -1.053
C -1.735 -1.147 -5.157  -0.149
C -2.255 -0.950 -3.882  -0.061
C -1.388 -1.047 -2.751  0.095
O -1.825 -0.774 -1.552  -1.814
C -3.756 -0.695 -3.697  2.499
C -4.014 0.669 -3.045  -1.470
C -4.512 -0.713 -5.029  -2.485
C -4.359 -1.794 -2.808  -1.660
C 0.164 -1.652 -6.815  2.318
C 1.307 -0.654 -7.045  -1.659
C -0.889 -1.423 -7.901  -2.187
C 0.707 -3.079 -6.974  -1.670
H 0.388 2.987 0.925  0.329
H 1.130 1.382 1.196  0.240
H -0.337 1.795 2.044  0.313
H -1.780 3.126 -0.173  0.372
H -2.422 1.883 0.924  0.294
H -2.496 1.634 -0.827  0.281
H 0.384 2.519 -1.445  0.573
H -0.648 1.210 -2.040  -0.012
H 2.132 1.032 -0.823  0.667
H 1.603 0.542 -2.421  0.611
H 2.467 -0.292 0.614  0.552
H 2.976 -1.613 -0.430  0.213
H 3.096 -3.659 0.556  0.360
H 1.588 -4.108 4.512  0.551
H 0.499 0.267 3.945  0.109
H 1.826 -0.318 4.965  0.343
H 0.292 0.170 5.708  0.501
H -1.620 -1.222 3.651  0.090
H -1.739 -1.151 5.421  0.590
H -1.736 -2.716 4.602  0.310
H 1.636 -2.550 6.145  0.369
H 0.154 -3.509 5.993  0.419
H 0.118 -1.961 6.835  0.470
H 1.757 -6.326 4.153  0.386
H 3.245 -5.577 4.756  0.384
H 3.308 -7.143 3.939  0.449
H 1.349 -6.518 1.658  0.329
H 2.895 -7.381 1.521  0.441
H 2.563 -5.964 0.511  0.301
H 4.979 -4.710 3.119  0.349
H 4.745 -4.900 1.381  0.296
H 5.016 -6.325 2.387  0.477
H 0.580 -2.709 -1.371  0.590
H 1.889 -2.025 -2.335  0.379
H 1.448 -1.917 -4.429  0.462
H -2.405 -1.048 -5.998  0.599
H -3.524 1.470 -3.605  0.295
H -3.635 0.662 -2.029  -0.066
H -5.088 0.875 -3.018  0.522
H -4.174 0.079 -5.702  0.422
H -5.574 -0.553 -4.832  0.468
H -4.410 -1.672 -5.542  0.429
H -3.876 -1.811 -1.833  0.224
H -4.236 -2.774 -3.276  0.373
H -5.429 -1.617 -2.667  0.511
H 0.944 0.371 -6.944  0.344
H 1.730 -0.776 -8.047  0.462
H 2.109 -0.797 -6.319  0.308
H -1.293 -0.410 -7.858  0.377
H -1.718 -2.127 -7.809  0.384
H -0.436 -1.565 -8.885  0.442
H 1.480 -3.293 -6.234  0.302
H 1.141 -3.219 -7.969  0.449
H -0.094 -3.809 -6.840  0.369
Br -2.740 -7.519 0.600  -0.264
C -2.285 -5.665 0.505  -0.070
C -2.251 -5.032 -0.724  -1.162
C -1.907 -3.684 -0.775  0.959
C -1.583 -2.937 0.365  -0.861
C -1.637 -3.633 1.574  1.415
C -1.984 -4.977 1.665  -0.575
H -2.484 -5.580 -1.628  0.487
H -1.890 -3.219 -1.754  0.463
H -1.376 -3.126 2.491  0.302
H -2.006 -5.482 2.623  0.499

***

[2]
C40H58Cl3EuN10O3P | ωB97M-V/def2-TZVPD

Expectation value of S²: 12.06
Energy: -4764.42863 hartree
M: 1016.27 g/mol
Total charge: +1
F_max: 1.95 eV/Å
Energy relative to the best compared isomer or geometry (same formula, charge and spin): 19.9 kcal/mol
2S+1: 7
Frontier orbital gap (alpha / beta): 6.59 / 7.33 eV

Each line ends with the Mulliken charge.
Positions of all 116 atoms, in Å:
Eu 1.000 0.191 -0.832  0.358
O -0.992 -4.038 -0.904  -0.684
C 0.033 -4.764 -0.416  0.588
C -0.224 -6.031 0.107  -0.629
C 0.804 -6.812 0.590  -0.453
C 2.110 -6.337 0.572  -0.830
C 2.375 -5.074 0.089  -0.343
C 1.348 -4.266 -0.407  0.192
C 1.628 -2.886 -0.834  0.759
O 0.751 -2.169 -1.448  -1.011
N 2.855 -2.462 -0.591  -1.333
N 3.076 -1.153 -0.567  0.853
C 4.232 -0.675 -0.906  -0.909
C 4.455 0.745 -0.781  1.262
C 5.633 1.314 -1.280  -0.982
C 5.807 2.679 -1.206  -0.503
C 4.812 3.435 -0.600  -0.824
C 3.693 2.794 -0.095  -0.148
N 3.484 1.483 -0.197  -0.069
H -0.587 -3.222 -1.286  0.206
H -1.241 -6.391 0.103  0.501
H 0.594 -7.792 0.993  0.427
H 2.917 -6.952 0.937  0.441
H 3.380 -4.680 0.088  0.453
H 5.028 -1.301 -1.308  0.355
H 6.382 0.677 -1.721  0.435
H 6.701 3.140 -1.600  0.445
H 4.906 4.504 -0.517  0.428
H 2.926 3.361 0.418  0.625
C 0.010 1.591 -4.326  -0.504
N 1.236 2.272 -4.682  0.315
C 0.960 3.365 -5.595  -0.989
C 2.062 2.652 -3.536  -1.195
C 1.372 3.372 -2.391  0.621
C 1.317 4.763 -2.454  -0.684
C 0.802 5.503 -1.406  -1.264
C 0.312 4.833 -0.303  -0.340
C 0.329 3.446 -0.269  -0.950
C 0.858 2.637 -1.297  2.477
H -0.448 1.199 -5.236  0.505
H -0.709 2.271 -3.842  0.141
H 0.229 0.751 -3.646  -0.199
H 0.534 2.950 -6.510  0.304
H 1.888 3.880 -5.842  0.356
H 0.243 4.088 -5.180  0.321
H 2.872 3.272 -3.934  0.866
H 2.516 1.725 -3.148  -0.734
H 1.695 5.270 -3.331  0.508
H 0.783 6.582 -1.450  0.407
H -0.074 5.382 0.545  0.416
H -0.094 2.972 0.612  -0.415
O -0.243 -0.886 0.810  1.983
P -0.998 -1.280 2.034  -2.311
N -1.344 0.144 2.840  0.360
C -2.453 0.381 3.759  -0.130
C -1.928 1.443 4.722  -0.876
C -0.914 2.196 3.867  -0.332
C -0.239 1.059 3.115  0.116
N -0.123 -2.378 2.925  0.318
C -0.413 -2.662 4.319  -0.487
C 0.856 -2.239 5.055  -0.797
C 1.965 -2.640 4.075  -0.690
C 1.297 -2.621 2.688  0.737
N -2.491 -1.970 1.790  0.784
C -2.982 -3.169 2.459  -0.460
C -4.424 -3.249 1.981  -0.890
C -4.305 -2.850 0.514  -0.897
C -3.164 -1.827 0.501  1.370
H -2.772 -0.525 4.275  0.244
H -3.311 0.760 3.190  0.222
H -1.414 0.963 5.554  0.361
H -2.718 2.076 5.114  0.400
H -0.217 2.781 4.458  0.498
H -1.427 2.850 3.164  -0.097
H 0.540 0.587 3.731  0.367
H 0.227 1.371 2.170  -0.712
H -0.581 -3.739 4.443  0.386
H -1.297 -2.119 4.654  0.321
H 0.959 -2.731 6.018  0.488
H 0.851 -1.160 5.221  0.122
H 2.316 -3.647 4.294  0.422
H 2.814 -1.962 4.125  0.326
H 1.425 -3.584 2.183  -0.492
H 1.701 -1.839 2.037  -0.138
H -2.912 -3.061 3.538  0.413
H -2.417 -4.058 2.160  0.258
H -5.029 -2.527 2.530  0.302
H -4.849 -4.238 2.121  0.423
H -5.232 -2.435 0.126  0.401
H -4.035 -3.715 -0.087  0.331
H -3.549 -0.807 0.422  -0.780
H -2.476 -2.018 -0.326  -0.298
C -4.520 1.735 -0.803  -1.854
C -3.229 2.487 -0.441  1.449
C -2.901 3.504 -1.543  -1.574
C -3.422 3.216 0.889  -1.513
N -2.065 1.601 -0.254  1.065
N -1.756 0.726 -1.356  -0.479
H -5.322 2.450 -0.970  0.500
H -4.820 1.064 0.002  0.317
H -4.393 1.159 -1.720  0.304
H -3.582 4.348 -1.485  0.520
H -3.008 3.070 -2.535  0.368
H -1.886 3.872 -1.423  0.244
H -4.256 3.909 0.823  0.537
H -2.531 3.779 1.148  0.137
H -3.635 2.508 1.687  0.286
H -2.182 1.037 0.589  -0.750
H -1.777 1.329 -2.182  0.010
H -2.496 0.020 -1.478  0.228
Cl 3.713 -0.363 -6.441  -0.074
C 2.854 -1.579 -5.460  0.688
Cl 3.798 -3.085 -5.347  -0.087
Cl 1.236 -1.912 -6.152  -0.094
C 2.599 -1.047 -4.155  -0.474
N 2.310 -0.596 -3.140  0.104

***

[3]
C40H60BeN5OP | ωB97M-V/def2-TZVPD

Energy: -2265.46521 hartree
M: 666.94 g/mol
F_max: 0.93 eV/Å
Frontier orbital gap (alpha / beta): 6.43 / 5.23 eV

Each line ends with the Mulliken charge.
Positions of all 108 atoms, in Å:
Be 0.036 -0.098 -0.118  -0.847
C 0.441 -1.325 6.395  -1.610
C -0.943 -1.245 5.730  2.036
C -1.648 -2.592 5.913  -2.072
C -1.788 -0.169 6.428  -1.673
C -0.756 -0.891 4.263  0.573
C -0.242 0.390 3.908  -1.673
C -0.019 0.684 2.591  -0.967
N -0.281 -0.151 1.583  0.272
C -0.777 -1.396 1.894  0.082
C -1.005 -1.767 3.243  -0.296
C -0.926 -2.251 0.778  -0.063
C -1.574 -3.513 0.792  -0.299
C -1.618 -4.304 -0.323  0.459
C -0.999 -3.787 -1.503  -1.025
C -0.414 -2.548 -1.468  -0.779
N -0.362 -1.764 -0.386  0.336
C -2.285 -5.671 -0.340  2.078
C -2.667 -6.145 1.065  -2.142
C -3.553 -5.616 -1.206  -1.741
C -1.319 -6.703 -0.943  -1.746
H 0.332 -1.537 7.461  0.451
H 0.989 -0.390 6.282  0.324
H 1.032 -2.123 5.941  0.356
H -1.810 -2.778 6.976  0.427
H -1.045 -3.412 5.519  0.365
H -2.619 -2.597 5.414  0.422
H -1.930 -0.437 7.477  0.472
H -2.768 -0.092 5.954  0.370
H -1.311 0.809 6.391  0.299
H -0.017 1.126 4.666  0.418
H 0.400 1.645 2.308  0.891
H -1.357 -2.769 3.441  0.463
H -2.043 -3.821 1.714  0.402
H -0.982 -4.348 -2.426  0.338
H 0.074 -2.150 -2.353  0.489
H -3.423 -5.501 1.517  0.375
H -1.793 -6.170 1.717  0.418
H -3.081 -7.153 1.009  0.442
H -4.299 -4.955 -0.759  0.304
H -3.992 -6.612 -1.296  0.519
H -3.320 -5.247 -2.206  0.295
H -0.381 -6.722 -0.385  0.375
H -1.091 -6.478 -1.985  0.327
H -1.766 -7.698 -0.904  0.487
O -1.141 0.897 -0.793  0.474
P -2.505 1.452 -0.931  -2.085
N -2.944 2.301 0.431  0.363
C -1.896 3.258 0.851  0.122
C -2.621 4.158 1.837  -0.593
C -3.996 4.318 1.183  -0.896
C -4.268 2.944 0.557  -0.206
N -2.474 2.469 -2.244  1.002
C -3.654 2.816 -3.038  -0.419
C -3.088 3.039 -4.438  -0.786
C -1.712 3.637 -4.135  -0.749
C -1.227 2.785 -2.965  -0.450
N -3.673 0.322 -1.179  0.996
C -3.443 -0.581 -2.315  -0.305
C -4.373 -1.740 -2.003  -0.004
C -5.605 -1.035 -1.428  -0.941
C -5.032 0.166 -0.655  -0.384
H -1.535 3.852 -0.001  0.212
H -1.052 2.722 1.278  -0.529
H -2.115 5.112 1.976  0.409
H -2.708 3.662 2.805  0.310
H -3.950 5.083 0.406  0.297
H -4.774 4.599 1.891  0.412
H -4.770 3.050 -0.409  0.166
H -4.905 2.338 1.204  0.363
H -4.116 3.740 -2.670  0.257
H -4.407 2.025 -2.999  0.275
H -3.720 3.688 -5.042  0.404
H -2.970 2.082 -4.951  0.269
H -1.827 4.676 -3.817  0.322
H -1.027 3.604 -4.981  0.402
H -0.519 3.305 -2.319  0.163
H -0.736 1.872 -3.315  0.235
H -2.399 -0.878 -2.363  0.076
H -3.714 -0.111 -3.272  0.212
H -3.909 -2.375 -1.247  -0.337
H -4.600 -2.341 -2.882  0.479
H -6.198 -1.680 -0.781  0.429
H -6.251 -0.684 -2.235  0.324
H -4.997 -0.029 0.419  0.288
H -5.647 1.055 -0.816  0.266
C 2.974 -1.287 0.433  -1.413
C 2.984 0.097 -0.235  4.159
C 3.640 1.092 0.733  -2.377
C 1.580 0.567 -0.558  -1.603
C 3.730 0.018 -1.568  -0.434
C 3.263 -0.862 -2.549  0.032
C 3.867 -0.943 -3.792  -0.839
C 4.965 -0.146 -4.090  -0.396
C 5.448 0.723 -3.126  -0.760
C 4.836 0.804 -1.880  -0.404
H 2.586 -1.201 1.452  0.259
H 3.978 -1.717 0.477  0.457
H 2.324 -1.974 -0.109  0.210
H 3.048 1.134 1.649  0.345
H 3.671 2.096 0.305  0.464
H 4.658 0.787 0.997  0.463
H 1.626 1.603 -0.924  0.311
H 2.404 -1.482 -2.326  0.236
H 3.477 -1.626 -4.538  0.391
H 5.440 -0.206 -5.061  0.380
H 6.310 1.345 -3.339  0.366
H 5.236 1.497 -1.152  0.379

***

[4]
C40H60N2P3PdSSi | ωB97M-V/def2-TZVPD

Energy: -3509.42637 hartree
M: 828.43 g/mol
Total charge: -1
F_max: 1.30 eV/Å
Energy relative to the best compared isomer or geometry (same formula, charge and spin): 0.0 kcal/mol
Frontier orbital gap: 4.45 eV

Each line ends with the Mulliken charge.
Positions of all 108 atoms, in Å:
Pd 0.851 -0.819 0.511  -1.374
C 2.147 -1.293 -3.728  -1.040
C 1.847 0.200 -3.650  0.195
C 2.676 0.813 -2.528  -0.788
P 0.018 0.437 -3.407  0.906
C -0.475 0.760 -5.174  0.609
C -1.842 1.423 -5.241  -1.618
C -0.506 -0.552 -5.955  -1.620
C -0.016 2.154 -2.726  0.289
C 0.337 3.244 -3.516  -0.033
C 0.410 4.523 -2.989  -0.874
C 0.119 4.705 -1.643  -0.932
C -0.245 3.620 -0.861  -0.644
C -0.321 2.318 -1.370  0.881
Si -0.590 0.807 -0.201  0.946
C -2.264 0.113 -0.907  -0.560
C -3.079 0.855 -1.762  0.310
C -4.261 0.359 -2.285  -0.869
C -4.673 -0.923 -1.957  -0.895
C -3.896 -1.671 -1.087  -0.232
C -2.707 -1.171 -0.556  -0.578
P -1.769 -2.103 0.739  1.115
C -3.203 -2.777 1.725  0.388
C -3.923 -1.601 2.374  -1.580
C -2.689 -3.736 2.796  -1.618
C -1.146 -3.644 -0.120  0.742
C 0.140 -3.324 -0.868  -1.688
C -2.126 -4.401 -1.011  -1.836
C -1.386 1.597 1.373  -0.222
C -2.472 2.469 1.268  0.216
C -3.202 2.889 2.364  -1.032
C -2.865 2.415 3.622  -0.917
C -1.794 1.548 3.755  -0.512
C -1.039 1.140 2.652  -0.285
P 0.449 0.032 2.847  1.692
C -0.025 -0.978 4.367  1.179
C 0.631 -2.350 4.252  -1.471
C 0.227 -0.430 5.778  -1.958
C 1.626 1.286 3.538  0.784
C 2.920 0.607 3.972  -1.149
C 1.899 2.348 2.478  -1.333
H 3.210 -1.454 -3.938  0.283
H 1.567 -1.817 -4.488  0.345
H 1.916 -1.755 -2.764  -0.143
H 2.132 0.684 -4.598  0.547
H 2.353 0.420 -1.550  -0.506
H 2.579 1.898 -2.497  0.279
H 3.730 0.569 -2.686  0.648
H 0.272 1.412 -5.647  0.248
H -2.580 0.810 -4.731  0.241
H -2.158 1.528 -6.283  0.498
H -1.851 2.408 -4.773  0.297
H -1.141 -1.283 -5.449  0.338
H 0.484 -0.995 -6.070  0.317
H -0.911 -0.384 -6.956  0.465
H 0.571 3.093 -4.565  0.232
H 0.695 5.357 -3.618  0.386
H 0.169 5.694 -1.201  0.394
H -0.466 3.790 0.186  0.286
H -2.772 1.858 -2.041  0.431
H -4.858 0.972 -2.953  0.375
H -5.590 -1.336 -2.361  0.403
H -4.238 -2.660 -0.811  0.236
H -3.912 -3.314 1.087  0.547
H -3.230 -0.996 2.966  0.135
H -4.714 -1.956 3.041  0.532
H -4.372 -0.937 1.634  0.254
H -1.914 -3.261 3.402  0.174
H -2.261 -4.646 2.373  0.308
H -3.499 -4.032 3.468  0.497
H -0.876 -4.286 0.729  0.417
H -0.045 -2.690 -1.738  0.277
H 0.648 -4.241 -1.193  0.480
H 0.830 -2.792 -0.185  -0.195
H -2.414 -3.793 -1.870  0.327
H -3.036 -4.696 -0.487  0.387
H -1.659 -5.313 -1.396  0.449
H -2.773 2.810 0.282  0.356
H -4.041 3.563 2.235  0.404
H -3.437 2.710 4.495  0.367
H -1.557 1.180 4.741  0.184
H -1.107 -1.109 4.234  0.040
H 1.715 -2.266 4.368  0.387
H 0.445 -2.800 3.275  0.098
H 0.263 -3.021 5.034  0.461
H 1.277 -0.556 6.061  0.370
H -0.362 -0.991 6.511  0.419
H -0.007 0.623 5.908  0.377
H 1.152 1.773 4.400  0.455
H 3.290 -0.049 3.183  -0.046
H 2.800 0.000 4.871  0.087
H 3.689 1.358 4.180  0.499
H 2.193 1.885 1.529  -0.245
H 2.697 3.015 2.814  0.651
H 1.014 2.951 2.277  0.238
C 4.814 0.797 0.453  -0.838
N 4.923 -0.394 -0.359  0.278
C 5.643 -0.509 -1.530  -0.380
C 5.405 -1.738 -2.037  -0.736
N 4.539 -2.359 -1.165  0.179
C 4.224 -1.539 -0.125  -0.131
S 3.209 -1.872 1.169  -0.336
H 5.748 1.352 0.391  0.336
H 4.618 0.497 1.480  0.306
H 3.979 1.408 0.103  0.260
H 6.242 0.300 -1.904  0.468
H 5.762 -2.207 -2.933  0.451
H 4.110 -3.263 -1.262  0.256